{
  "formula": "C40H92N4O22",
  "method": "wB97M-V/def2-TZVPD",
  "symbols": ["H", "H", "H", "H", "H", "H", "C", "H", "O", "H", "O", "H", "H", "H", "O", "O", "H", "H", "C", "C", "H", "O", "O", "C", "H", "O", "C", "C", "C", "H", "O", "N", "C", "H", "C", "C", "H", "H", "H", "O", "H", "H", "C", "H", "O", "H", "H", "H", "H", "C", "H", "H", "N", "C", "H", "H", "H", "H", "H", "H", "H", "O", "H", "H", "H", "H", "H", "C", "C", "H", "C", "H", "H", "H", "H", "C", "H", "C", "H", "C", "C", "H", "H", "H", "C", "C", "H", "N", "H", "H", "H", "H", "C", "H", "H", "O", "C", "H", "H", "H", "C", "O", "H", "H", "H", "H", "C", "C", "C", "O", "H", "O", "N", "H", "C", "H", "C", "H", "O", "C", "H", "H", "H", "H", "H", "H", "H", "O", "H", "H", "O", "C", "H", "H", "H", "C", "C", "H", "O", "C", "O", "C", "H", "H", "C", "H", "H", "O", "C", "C", "H", "C", "H", "H", "H", "O", "H", "H"],
  "xyz": [[-2.9657, -0.2310, 5.4577], [-6.2443, -1.5511, 0.9651], [-3.4156, -4.9637, 2.7236], [-4.9634, 1.7021, -5.3936], [-0.9075, 4.7163, -0.6933], [4.2493, -2.6191, -5.8657], [0.0913, 3.6062, 0.6259], [3.4602, -1.3081, 0.3194], [0.8205, -0.3307, -0.3482], [-5.2931, -1.1294, 6.4567], [2.4288, 1.8560, 4.9410], [3.4021, -4.5993, -3.3475], [-3.1345, 2.8976, -6.5393], [0.9966, 2.9627, 0.5594], [5.0663, -0.1007, 2.1206], [2.9342, 3.7920, -3.1553], [-8.1130, -0.6593, 0.1467], [-2.4783, 3.3774, -4.9423], [-1.7253, -1.6741, 4.9193], [4.6369, -2.0957, -5.0342], [2.0761, 0.3353, -5.0059], [0.7430, 3.3568, 4.4791], [3.6146, 2.3498, -1.5953], [4.9444, -1.3792, 4.1393], [1.8181, -3.8939, -2.8707], [2.0033, -1.1558, -6.4675], [-2.1169, -4.5528, -2.9541], [4.7636, 5.6755, 0.4696], [-0.7447, 3.7835, -2.8383], [1.1359, 1.2538, 2.4120], [0.7629, -6.8766, -0.8430], [-2.0802, -0.6179, 5.8030], [0.9233, -6.1332, -1.7857], [4.1660, 2.9024, 6.1986], [4.2746, -0.6756, -0.0471], [4.0782, 3.7437, 5.5245], [-0.5543, 4.8352, -3.0637], [-6.9598, -1.5059, 5.9097], [1.8365, -5.0806, -4.1330], [-5.6903, -0.5113, 4.5076], [4.5141, 3.5327, 4.6022], [-4.5448, -4.2716, 3.8803], [-4.1844, 2.0802, -4.6777], [-2.4466, -0.5080, 2.1025], [-6.5536, -2.1218, 3.1721], [-4.2526, 4.0993, -4.4199], [4.2275, -0.1041, -5.5866], [-2.7581, -1.9777, -3.6231], [-0.8282, 2.0400, 1.8810], [-2.7200, -0.9893, -3.2149], [-1.3086, -3.1230, 0.8944], [-1.7865, -4.4871, -4.0011], [4.0355, -0.3420, -3.4847], [3.8167, -0.8265, -4.8797], [3.9146, 0.6503, -3.4258], [-2.9594, 1.6306, -3.0850], [-4.6007, 0.9168, -2.9562], [-1.4046, 0.1223, 5.7703], [1.7405, -1.2940, -4.4236], [0.7439, 4.9946, -0.8852], [-1.7126, -0.6362, -3.1295], [-5.6289, -0.1847, 2.3694], [-5.6822, 3.3235, -4.1184], [0.5316, 1.0994, 4.7779], [0.3224, -0.1425, -6.3027], [-1.7554, 3.7478, -2.4876], [-1.4293, -1.2700, 3.9705], [-7.7003, -0.1289, 0.9938], [4.6467, 0.3890, 0.8732], [-5.5004, -2.4300, 5.3970], [1.8875, 3.1122, 4.8975], [5.6395, 5.9209, -0.1309], [5.3484, 1.0511, 0.3474], [-3.7609, -2.1117, 4.2810], [4.8977, -0.6289, -3.1093], [1.6947, 0.5027, 2.9536], [-0.5781, 4.8078, 2.1896], [1.5918, 0.8026, 4.4851], [-3.3013, -2.9723, 5.7460], [3.5440, 3.5010, -1.9851], [-5.9153, -1.4625, 5.6230], [4.0087, 6.3807, 0.2029], [4.9364, -1.6263, 5.1817], [1.9911, 0.5972, -1.6620], [4.2578, 4.3672, 0.0322], [2.3610, -0.7402, -5.1499], [-8.1675, -0.3785, 1.8830], [0.3152, 4.6128, 1.6651], [5.8782, -1.6739, 3.6440], [3.8395, 1.0988, 0.9644], [-3.3175, -2.0743, 2.1505], [3.3791, 4.0702, 0.6093], [1.2980, -0.2812, -1.6538], [-7.8500, 0.9969, 0.7891], [0.4880, -0.1947, -2.3553], [4.8876, 0.1065, 4.2288], [-3.7601, 1.0543, -3.6234], [5.0106, 5.7216, 1.4780], [-1.0500, -2.6561, 2.5477], [0.2260, -1.7529, 5.8555], [-1.0127, 2.5802, 0.8978], [3.8056, 4.5922, -1.3837], [-3.3039, -5.4590, 4.4607], [-2.0776, 2.9530, 0.9269], [-0.8741, -2.9407, 6.5014], [-0.5951, 3.1684, -3.7516], [0.0382, 4.2326, -0.7486], [-6.2734, -0.4923, 1.1006], [-1.2821, -2.2971, 1.5315], [2.6520, 4.0250, 5.3906], [4.1145, -1.8406, 3.5413], [2.2032, -5.7951, -2.1474], [-4.6865, 3.2593, -4.0033], [-3.1798, -0.9843, -2.2334], [5.1346, 0.7688, 3.1001], [5.1612, -1.3212, -0.2750], [-2.9014, 2.5221, -5.4869], [5.6430, -1.8282, -5.2098], [-0.5648, -2.0669, -0.9754], [-1.4245, -5.6868, -2.2456], [1.7300, -0.1259, 5.0763], [4.3991, 4.7104, 5.9448], [0.2007, -1.8873, -5.9023], [1.8997, 2.0382, -3.5117], [-1.7811, -3.6073, -2.5300], [1.3232, -0.4648, 2.7724], [-5.6277, -0.0926, 0.3078], [-3.3826, -0.1749, -4.2191], [4.4824, -2.7327, -4.1452], [1.7826, -1.2151, -1.9157], [-0.0057, -5.3887, -2.4111], [-3.5378, -4.6748, 3.7822], [2.7250, 0.5820, 2.6493], [-2.1973, 1.7435, -5.6587], [2.0447, 3.2131, -4.8652], [-0.0172, -1.3490, -0.1661], [-6.0586, -1.0136, 3.3449], [-0.9143, 1.9106, 0.0499], [0.1103, 3.2869, -1.7758], [0.6236, -1.1449, -6.5694], [-0.2021, -1.4340, 1.1640], [2.5772, 2.7511, -4.0352], [-1.6857, -6.6084, -2.7084], [5.1198, 3.6908, 0.0729], [2.3439, -4.8083, -3.2129], [-0.0866, -3.1179, 4.7925], [0.3688, -1.3205, -7.6625], [-2.5172, -3.6476, 3.9517], [-0.5419, -2.4518, 5.5361], [-2.5737, -1.5075, 1.6304], [3.4662, 2.2285, -4.3697], [-2.9192, -2.6176, 4.7611], [-3.0486, -1.3394, 0.6767], [0.8951, 4.3063, 2.4198], [3.8628, -0.1700, -0.9457], [5.2017, 1.9696, 3.0513], [-1.7877, -5.8171, -1.2012], [-3.2051, -4.5503, -2.9920]],
  "smiles": "COC[C@H](C)N.COC[C@H](C)N.COC[C@H](C)N.COC[C@H](C)N.CCOC(=O)OC.CCOC(=O)OC.CCOC(=O)OC.CCOC(=O)OC.CCOC(=O)OC.CCOC(=O)OC",
  "multiplicity": 1,
  "total_energy_ha": -3453.4527,
  "orbital_gap_ev": 9.47,
  "largest_force_ev_per_a": 4.12,
  "homo_ev": -8.93
}

=====

{
  "formula": "C4H4P2",
  "method": "wB97M-V/def2-TZVPD",
  "symbols": ["H", "P", "H", "H", "P", "H", "C", "C", "C", "C"],
  "xyz": [[0.5701, 0.7217, -1.7265], [-2.1775, 0.1117, -0.0960], [-1.5139, 2.6033, -0.2976], [0.1022, 0.4972, 1.2709], [3.4051, 0.1510, 0.2201], [0.2202, -0.9460, -0.8000], [-1.4762, 1.6132, -0.0856], [-0.3540, 0.6922, 0.2307], [2.0446, 0.0992, -0.4311], [0.6236, 0.1511, -0.7622]],
  "smiles": "P#CC[C@H]1C=P1",
  "multiplicity": 1,
  "total_energy_ha": -837.3604,
  "orbital_gap_ev": 9.01,
  "largest_force_ev_per_a": 3.77,
  "homo_ev": -9.13,
  "e_above_lowest_kcal_mol": 29.9
}

=====

{
  "formula": "C20H41F5N2O8S",
  "method": "wB97M-V/def2-TZVPD",
  "symbols": ["C", "H", "C", "C", "O", "H", "C", "H", "H", "H", "H", "H", "H", "C", "H", "H", "C", "C", "C", "O", "F", "H", "C", "C", "S", "H", "N", "H", "H", "H", "H", "H", "H", "C", "H", "H", "O", "O", "C", "C", "H", "H", "O", "H", "F", "H", "H", "H", "N", "H", "C", "O", "H", "H", "C", "F", "C", "C", "C", "H", "H", "H", "C", "H", "H", "H", "H", "H", "H", "C", "H", "O", "F", "O", "H", "H", "F"],
  "xyz": [[-1.4380, 3.2838, -0.1678], [-0.6965, 2.7698, 0.4428], [3.1043, 2.9259, 5.6704], [3.1677, 2.7137, 1.4480], [-3.2184, -0.7216, -3.1140], [2.0206, 2.9830, 5.5396], [1.4643, 1.1690, 2.0755], [-5.6314, 3.5168, -1.2561], [3.4379, 3.8194, 6.1979], [-2.7738, 4.4623, -3.5853], [0.4185, 1.2308, 1.7567], [0.7376, -1.5613, -0.0373], [2.3340, -7.5329, -2.9306], [-5.6228, 4.1061, -2.1708], [2.4621, -1.1953, 5.2932], [3.3674, -4.7132, -1.2740], [-3.2068, 3.8396, -2.8122], [1.5131, 0.4835, 3.4225], [-4.6672, 3.4840, -3.2031], [-1.3293, 0.7812, -3.6476], [-0.0729, 2.1971, -1.7308], [1.7886, -5.8585, 0.3575], [-1.6745, 2.1279, -3.8841], [2.6469, 0.6689, 6.3282], [-2.2521, 0.1241, -2.5091], [3.4310, 1.0625, 3.7176], [0.1597, -5.6794, -1.0099], [3.0714, 2.4138, 0.4000], [3.6776, -3.8577, -2.7953], [1.5945, 0.9729, 6.2752], [-0.8076, 2.6738, -4.2367], [-0.6719, -2.1603, 0.8536], [2.0842, -3.7470, -2.0462], [-5.0107, 4.0243, -4.6099], [3.3820, 3.7801, 1.4863], [-5.2879, 5.1125, -1.9274], [3.4801, 1.8055, 6.4488], [-1.4662, -0.3469, -1.4263], [0.6550, -6.6880, -1.9405], [0.3025, -4.5901, 1.1781], [0.3807, -4.7628, -1.3761], [0.9716, -0.4645, 3.3570], [0.9769, -3.4224, 0.7295], [-6.6318, 4.1706, -2.5647], [-2.6763, 2.8348, 0.1233], [0.3971, -7.6768, -1.5481], [2.0103, 0.5902, 1.3256], [-4.6938, 3.3279, -5.3782], [2.8876, 0.2159, 3.8229], [-0.3174, -2.7758, -0.7792], [2.1416, -6.6758, -2.2797], [2.5567, -5.5370, -3.0087], [4.0877, -0.5340, 5.3283], [0.9850, 1.1265, 4.1405], [0.1279, -2.4406, 0.1620], [-1.3997, 4.6077, 0.1390], [2.9302, -4.4151, -2.2303], [-2.2906, 2.6304, -2.5633], [0.6919, -5.7890, 0.3416], [-3.2465, 4.3962, -1.8790], [3.5858, 2.9194, 4.6882], [0.6074, -4.7690, 2.2136], [3.0366, -0.2694, 5.1914], [-6.0762, 4.2112, -4.6966], [-4.5036, 4.9700, -4.8004], [0.2911, -6.6945, 0.8068], [4.0051, 2.1707, 1.8981], [2.7717, -6.8093, -1.3921], [2.7640, 0.1131, 7.2622], [-1.1025, 3.0771, -1.6725], [-4.8123, 2.4098, -3.2331], [1.9594, 2.5005, 2.1538], [-2.6126, 2.1432, -4.8813], [-2.9667, 1.5024, -2.0774], [-0.7812, -4.4446, 1.1648], [0.1030, -6.5657, -2.8754], [-0.6312, 4.2481, -2.1893]],
  "smiles": "CC(C)C[C@@]1(C(F)(F)C(F)F)OS(=O)(=O)O[C@H]1F.COCCNCCOC.COCCNCCOC",
  "multiplicity": 1,
  "total_energy_ha": -2395.4838,
  "orbital_gap_ev": 9.11,
  "largest_force_ev_per_a": 1.74,
  "homo_ev": -8.54,
  "e_above_lowest_kcal_mol": 8.4
}

=====

{
  "formula": "C4H8N2",
  "method": "wB97M-V/def2-TZVPD",
  "symbols": ["N", "H", "H", "H", "C", "H", "C", "N", "H", "H", "C", "H", "H", "C"],
  "xyz": [[0.1042, -0.9503, -0.2481], [1.9950, -1.1008, -1.2878], [-0.3047, 1.4672, -1.2125], [-0.4945, -1.1804, -1.0663], [-0.4418, 0.1814, 0.5289], [-1.9663, 1.0308, -0.7664], [-0.8886, -0.1261, 1.7955], [-1.2158, -0.3757, 2.8938], [0.0947, -1.8194, 0.2961], [-1.0338, 2.1859, 0.2176], [1.5276, -0.5135, -0.5030], [2.0468, -0.6112, 0.4544], [1.5462, 0.5540, -0.7474], [-0.9689, 1.2581, -0.3548]],
  "multiplicity": 1,
  "total_energy_ha": -266.6179,
  "orbital_gap_ev": 6.96,
  "largest_force_ev_per_a": 0.93,
  "homo_ev": -6.68,
  "e_above_lowest_kcal_mol": 65.3
}

=====

{
  "formula": "C15H14F2N4",
  "method": "wB97M-V/def2-TZVPD",
  "symbols": ["H", "C", "H", "F", "H", "H", "H", "H", "C", "C", "C", "N", "H", "H", "H", "N", "C", "C", "C", "H", "H", "C", "C", "H", "C", "C", "H", "N", "H", "N", "C", "C", "C", "C", "F"],
  "xyz": [[1.7339, 2.5314, -0.8367], [-0.3038, 0.3375, 4.1433], [-0.8215, 2.0297, 0.9335], [0.6768, 1.3229, 6.0783], [0.2464, 4.4125, 0.9391], [1.7696, -3.5039, -1.8269], [-1.4817, 4.3344, 0.4815], [1.8303, 2.1481, 0.8888], [1.4258, -0.1596, -1.5179], [1.5229, -1.5363, -1.1429], [0.9681, -0.6137, 0.6800], [-1.1275, -1.7017, 3.5778], [1.6985, -0.2584, -4.8091], [-0.7622, 2.2748, -0.8766], [-0.0527, 4.3488, -0.8150], [1.3041, -1.7950, 0.1709], [-0.4998, -1.6224, 2.4259], [1.2203, 1.9721, 0.0264], [1.7450, -2.4689, -2.1710], [-0.8548, -2.2782, 1.7080], [-1.2765, 1.1548, 5.6985], [0.4128, -0.6319, 2.1224], [-0.4498, 3.9923, 0.2122], [1.2699, 1.1265, 2.8535], [1.5223, 0.3099, -2.7912], [0.5411, 0.3646, 3.0029], [2.0891, -2.6719, -4.2365], [1.1392, 0.4789, -0.2441], [1.4016, 1.3447, -3.0251], [-1.0788, -0.7329, 4.4434], [1.6510, -0.6050, -3.7822], [-0.3404, 1.4466, 5.1526], [1.8689, -1.9375, -3.4599], [-0.2829, 2.5154, 0.0896], [-0.1839, 2.5927, 4.4278]],
  "smiles": "CCCn1c(-c2cnnc(C(F)F)c2)nc2ccccc21",
  "multiplicity": 1,
  "total_energy_ha": -998.6753,
  "orbital_gap_ev": 8.53,
  "largest_force_ev_per_a": 4.51,
  "homo_ev": -8.72,
  "e_above_lowest_kcal_mol": 36.5
}

=====

{
  "formula": "H22O11",
  "method": "wB97M-V/def2-TZVPD",
  "symbols": ["H", "O", "O", "O", "H", "H", "H", "O", "H", "H", "H", "H", "O", "H", "O", "O", "O", "H", "H", "H", "H", "O", "O", "O", "H", "H", "H", "H", "H", "H", "H", "H", "H"],
  "xyz": [[1.1825, -1.2324, 1.4792], [-3.8305, -0.9879, -3.0327], [-0.1269, 0.2577, -4.2665], [2.3122, 1.8190, 1.2340], [-4.4484, 1.6988, -0.2239], [-2.2811, -4.4397, -2.2258], [0.6594, -0.2122, -0.5793], [0.0320, 3.1291, 1.4148], [0.7754, 0.5663, -4.0938], [-3.9253, -1.9318, -2.8781], [-0.4127, -0.1436, 2.6951], [3.1282, -0.1857, 3.5353], [2.7098, -1.7808, -0.7783], [2.5698, -1.3396, -1.6150], [-1.9971, -3.7626, -1.6141], [1.6294, -1.7279, 2.1380], [1.2301, 0.4035, -1.0416], [-0.1066, 1.3998, 2.3962], [3.1740, -1.2026, -0.1775], [1.4236, -2.6113, 1.7997], [-4.7047, 0.5194, -0.9282], [-3.9426, 1.0536, -0.7313], [2.6868, 0.6501, 3.6804], [0.0800, 0.6346, 2.9407], [1.7395, 0.4339, 3.5734], [2.7891, 1.6757, 2.0686], [-2.1193, -2.9285, -2.0663], [0.1162, 2.8149, 0.5169], [1.5500, 1.0363, -0.3984], [2.1113, 2.7592, 1.3076], [-3.1388, -0.7134, -2.4199], [-0.4911, 3.8828, 1.6442], [-0.3746, 0.4652, -3.3538]],
  "smiles": "O.O.O.O.O.O.O.O.O.O.O",
  "multiplicity": 1,
  "total_energy_ha": -840.7982,
  "orbital_gap_ev": 10.68,
  "largest_force_ev_per_a": 1.96,
  "homo_ev": -10.83,
  "e_above_lowest_kcal_mol": 51.4
}